Entry 1:
The following is a quantum chemistry calculation of a 2-piece molecular cluster, CH5NOS2 overall at a distorted geometry, from the Open Molecules 2025 dataset.

Structure (XYZ):
```
10
Properties=species:S:1:pos:R:3:mulliken_charge:R:1
N -0.9603 1.1800 0.3456 -0.39
C -1.6668 0.1071 -0.2020 0.10
O -1.6967 -0.1042 -1.3815 -0.44
H -0.0595 1.2277 0.7880 0.14
H -1.1627 2.2065 -0.0294 0.23
H -2.0082 -0.5371 0.5617 0.38
S 2.1071 -0.7983 -1.1566 -0.13
S 1.3550 -1.2760 0.8713 -0.20
H 2.8854 -1.9936 -1.1346 0.18
H 1.2068 -0.0122 1.3374 0.12
```

Output
**Kohn-Sham gap**: 8.75 eV
**LUMO energy**: -0.3 eV
**Energy relative to the best compared isomer or geometry (same formula, charge and spin)**: 170.8 kJ/mol

---

Entry 2:
The following is a quantum chemistry calculation of one molecule with the formula C3H4N2O3 at a distorted geometry, from the Open Molecules 2025 dataset.

Structure (XYZ):
```
12
Properties=species:S:1:pos:R:3:mulliken_charge:R:1
C 0.7695 -1.3761 -0.5063 -0.75
C 0.7802 -0.0532 -0.7315 -0.24
C -0.1189 0.7578 -0.0366 0.00
N 0.3655 0.2315 1.5786 0.21
O 0.9485 1.0950 2.0603 -0.28
N -1.5543 0.3611 0.0623 0.98
O -2.1858 1.3610 0.2881 -0.57
O -1.9995 -0.7539 -0.1122 -0.59
H 1.4155 -2.0593 -0.9055 0.38
H -0.1008 -1.8100 -0.0502 0.25
H 1.6463 0.4108 -1.3424 0.23
H 0.0338 1.8353 -0.3046 0.38
```

Output
**Kohn-Sham gap**: 8.76 eV
**LUMO energy**: -0.6 eV
**Energy relative to the best compared isomer or geometry (same formula, charge and spin)**: 749.9 kJ/mol

---

Entry 3:
The following is a quantum chemistry calculation of a 2-piece molecular cluster, C9H16NO overall at a distorted geometry, from the Open Molecules 2025 dataset.

Structure (XYZ):
```
27
Properties=species:S:1:pos:R:3:mulliken_charge:R:1
C 1.7862 -2.5475 -0.4935 -1.46
C -1.2066 -0.3051 -1.2659 -0.11
C 0.0771 -0.8646 -1.4650 -1.07
C -2.0796 -0.7728 -0.2947 0.19
C 0.5159 -1.7157 -0.4592 1.24
C -1.6851 -1.7513 0.6172 -0.53
C -0.3725 -2.1532 0.5331 -0.70
O -3.2391 -0.0448 -0.1086 -0.50
H -1.7048 0.2937 -2.0198 0.52
H 0.6103 -0.4979 -2.3275 0.38
H -4.0105 -0.5963 -0.1360 0.32
H -2.3399 -2.2882 1.2869 0.40
H 1.7631 -3.4131 0.1646 0.36
H 2.6855 -2.0195 -0.1393 0.28
H 0.0219 -2.8080 1.2975 0.36
H 2.1593 -2.9211 -1.4511 0.35
C 0.9822 2.6636 0.8193 -0.47
C 1.5965 1.3162 0.6682 -0.72
N -0.5084 2.6859 0.3294 -0.34
H 0.9230 3.0408 1.8355 0.34
H 1.4171 3.3810 0.1297 0.36
H 1.1913 0.6512 1.4291 0.30
H 2.6682 1.4477 0.8003 0.39
H -0.4812 2.7194 -0.6904 0.38
H -1.2084 2.0186 0.6818 0.26
H -0.9489 3.5808 0.5740 0.38
H 1.3875 0.9001 -0.3156 0.09
```

Output
**Kohn-Sham gap**: 8.43 eV
**Total charge**: +1
**LUMO energy**: -3.4 eV
**Energy relative to the best compared isomer or geometry (same formula, charge and spin)**: 75.1 kJ/mol

---

Entry 4:
The following is a quantum chemistry calculation of a 8-piece molecular cluster, C26H42Br8N2O2 overall at a distorted geometry, from the Open Molecules 2025 dataset.

Structure (XYZ):
```
80
Properties=species:S:1:pos:R:3:mulliken_charge:R:1
C 0.2611 -3.3471 3.8689 -0.09
C -0.0711 -4.1194 2.7704 -0.50
C 0.9374 -4.7360 2.0901 -0.36
N 2.2206 -4.6130 2.4282 -0.55
C 2.5211 -3.8410 3.4583 -0.29
C 1.5889 -3.2261 4.2309 -0.35
H -0.5322 -2.9169 4.4705 0.36
H -1.1015 -4.2854 2.4948 0.54
H 0.7252 -5.3838 1.2430 0.45
H 3.5679 -3.8197 3.7510 0.37
H 1.8667 -2.6365 5.0944 0.38
C -3.9212 0.4319 -1.6220 0.13
C -5.1846 -0.0703 -1.4145 -0.37
C -6.2461 0.4765 -2.1479 -0.25
N -6.1168 1.5134 -2.9705 -0.59
C -4.8842 1.9772 -3.1604 -0.48
C -3.7578 1.4849 -2.4970 -0.04
H -3.0650 -0.0053 -1.1199 0.19
H -5.3521 -0.9181 -0.7632 0.36
H -7.2459 0.0764 -1.9783 0.34
H -4.7644 2.8091 -3.8557 0.37
H -2.7692 1.8839 -2.6881 0.35
C -0.0824 2.4206 5.6919 -0.63
C -1.0665 2.7951 4.6140 -0.38
C -1.6452 1.4368 4.2561 -0.39
O -0.5987 0.5005 4.4101 -0.33
C 0.4405 1.0957 5.1479 0.19
H -0.5352 2.3540 6.6791 0.29
H 0.7217 3.1606 5.7304 0.31
H -0.5382 3.2071 3.7463 0.11
H -1.8002 3.5325 4.9357 0.37
H -2.0525 1.3666 3.2568 0.23
H -2.4417 1.1764 4.9699 0.28
H 1.3036 1.3274 4.5104 -0.29
H 0.8055 0.4526 5.9539 0.28
C -1.6232 -1.2020 -5.2173 -0.60
C -0.1410 -1.6780 -5.2909 -0.64
C 0.1997 -2.1184 -3.8441 0.00
O -1.0465 -2.1365 -3.1233 -0.46
C -1.8654 -1.1166 -3.6877 0.04
H -2.2925 -1.9493 -5.6290 0.28
H -1.7654 -0.2180 -5.6612 0.32
H 0.5228 -0.8611 -5.5806 0.30
H -0.0081 -2.4951 -5.9965 0.26
H 0.8930 -1.4394 -3.3294 -0.02
H 0.5549 -3.1392 -3.7264 0.30
H -1.6699 -0.1180 -3.2592 -0.18
H -2.9104 -1.3520 -3.4521 0.41
Br 3.4802 2.0299 2.7116 -0.16
C 3.4192 3.1676 1.1478 -0.30
C 4.3417 2.6791 0.0752 -0.25
Br 4.4550 4.0421 -1.2971 -0.17
H 3.7563 4.1501 1.4616 0.48
H 2.3869 3.2289 0.8242 -0.03
H 4.0052 1.7697 -0.4012 -0.10
H 5.3361 2.5232 0.4784 0.40
Br 6.4477 -2.3469 -2.1227 -0.19
C 4.8547 -3.0508 -1.2452 -0.56
C 3.8129 -3.3575 -2.2436 -0.56
Br 2.1965 -3.7808 -1.2632 -0.10
H 4.4909 -2.2606 -0.5985 0.23
H 5.1746 -3.8995 -0.6635 0.41
H 4.0548 -4.2186 -2.8552 0.45
H 3.6257 -2.5088 -2.8897 0.36
Br -0.4335 2.7309 -0.2986 0.01
C -0.3656 4.6160 -0.7800 -0.72
C -1.3796 4.9334 -1.8279 -0.67
Br -0.8331 4.1988 -3.5450 -0.15
H 0.6455 4.7753 -1.1215 0.40
H -0.5728 5.1804 0.1253 0.42
H -1.4151 6.0082 -1.9737 0.41
H -2.3577 4.5388 -1.6027 0.36
Br -1.8586 -1.7085 1.0060 -0.15
C -0.0861 -0.9144 1.0055 -0.08
C 0.2947 -0.7660 -0.4576 -0.16
Br 2.1063 -0.1014 -0.5434 -0.07
H 0.5367 -1.6487 1.5030 0.04
H -0.0967 0.0249 1.5442 0.30
H -0.3408 -0.0524 -0.9719 -0.26
H 0.2820 -1.7192 -0.9687 0.38
```

Output
**Kohn-Sham gap**: 9.77 eV
**LUMO energy**: 0.2 eV
**Energy relative to the best compared isomer or geometry (same formula, charge and spin)**: 0.0 kJ/mol

---

Entry 5:
The following is a quantum chemistry calculation of C10H14N2 as an isolated structure at a distorted geometry, from the Open Molecules 2025 dataset.

Structure (XYZ):
```
26
Properties=species:S:1:pos:R:3:mulliken_charge:R:1
C -1.0711 -0.8083 -3.1276 -0.69
C -1.7151 0.4883 -2.2474 -0.19
C -0.6278 1.2669 -1.1778 -1.24
C -0.4754 0.8592 0.1487 0.40
C -1.1265 0.4470 2.3699 -0.59
C 0.4158 0.4967 2.7795 -0.60
C 2.0148 -1.0757 1.8723 -0.38
C 2.7118 -1.0550 0.6853 -0.74
C 1.7885 -0.4135 -0.3556 -0.24
C 0.6161 -0.1663 0.3054 0.57
H 0.2598 -0.6793 -3.0180 0.07
H -1.3278 -1.2730 -4.2461 0.30
H -1.0844 -2.0737 -2.5721 0.19
H -1.8770 1.4972 -2.8183 0.27
H -2.7278 0.0695 -1.7570 0.24
H 0.1142 1.4153 -1.9773 0.55
H -0.9961 2.3126 -1.1681 0.39
H -1.3898 -0.6204 2.3016 0.33
H -1.8447 0.9312 3.0975 0.36
H 0.5723 0.0028 3.8019 0.37
H 0.9024 1.7127 2.7720 0.22
H 2.1631 -1.7091 2.6822 0.42
H 3.4916 -1.6340 0.3486 0.44
H 1.5759 -0.6244 -1.4329 0.05
N -1.2289 1.0610 1.0819 -0.59
N 0.8660 -0.4278 1.6513 0.08
```

Output
**Kohn-Sham gap**: 9.43 eV
**LUMO energy**: 0.8 eV
**Energy relative to the best compared isomer or geometry (same formula, charge and spin)**: 687.1 kJ/mol

---

Entry 6:
The following is a quantum chemistry calculation of one molecule with the formula C4H4O3 at a distorted geometry, from the Open Molecules 2025 dataset.

Structure (XYZ):
```
11
Properties=species:S:1:pos:R:3:mulliken_charge:R:1
O 1.2717 -0.6483 1.8199 -0.47
C 1.1825 -0.5790 0.6193 -0.02
C 0.0103 0.0943 -0.1143 0.40
C 0.1154 0.2523 -1.5812 -0.05
O 1.0824 -0.1088 -2.2119 -0.49
C -1.1416 0.1754 0.7976 -0.21
O -1.0348 1.3780 0.1760 -0.42
H 1.8385 -1.1940 -0.0314 0.33
H -0.7033 0.8535 -2.0008 0.37
H -2.0158 -0.4626 0.7802 0.30
H -0.6051 0.2392 1.7466 0.26
```

Output
**Kohn-Sham gap**: 9.47 eV
**LUMO energy**: -0.8 eV
**Energy relative to the best compared isomer or geometry (same formula, charge and spin)**: 380.3 kJ/mol

---

Entry 7:
The following is a quantum chemistry calculation of a 12-piece molecular cluster, C26H82N6O12 overall at a distorted geometry, from the Open Molecules 2025 dataset.

Structure (XYZ):
```
126
Properties=species:S:1:pos:R:3:mulliken_charge:R:1
O 1.3906 -0.2978 -5.8017 -0.45
H 2.3253 -0.1379 -5.6521 0.47
H 1.2242 -1.2310 -5.6501 0.41
H 0.7845 0.2008 -5.2488 0.41
C 0.1691 -0.4650 -0.5859 -0.78
C -0.3510 0.9123 -1.0186 -0.39
O -0.8339 0.9114 -2.3807 -0.85
H 1.0727 -0.6196 -1.1756 0.21
H -0.5829 -1.2421 -0.7227 0.17
H 0.5218 -0.4017 0.4435 0.33
H 0.3416 1.6948 -0.7084 0.22
H -1.2003 1.1928 -0.3957 0.22
C -5.4578 7.7672 2.4622 -1.42
C -6.8276 7.4954 1.7734 0.44
C -6.9357 6.0669 1.2203 -0.75
O -6.7703 4.9545 2.1198 -0.33
C -6.7969 3.7018 1.4660 -0.70
N -7.8982 7.6652 2.7940 -0.79
H -4.5597 7.7278 1.8457 0.36
H -5.2601 7.0837 3.2879 0.28
H -5.6541 8.7213 2.9513 0.38
H -6.9002 8.1829 0.9308 0.38
H -6.0803 5.9598 0.5533 0.36
H -7.8891 5.9683 0.7013 0.36
H -7.6791 3.6001 0.8339 0.30
H -6.8991 2.9141 2.2124 0.24
H -5.9250 3.5921 0.8212 0.29
H -7.9190 6.7773 3.2750 0.32
H -8.7537 7.6586 2.2573 0.28
C -0.6798 -5.1650 -6.5048 -1.47
C 0.6585 -5.5857 -5.9124 0.57
C 1.7146 -5.9805 -7.0496 -0.83
O 2.7966 -6.7551 -6.4945 -0.27
C 3.7850 -7.2333 -7.4016 -0.77
N 1.2165 -4.4978 -5.1977 -0.63
H -1.4283 -4.8459 -5.7796 0.38
H -1.1583 -5.9613 -7.0750 0.37
H -0.5152 -4.2906 -7.1344 0.30
H 0.4410 -6.4043 -5.2263 0.29
H 2.1933 -5.0915 -7.4602 0.32
H 1.3475 -6.5381 -7.9113 0.42
H 3.4623 -8.0939 -7.9875 0.30
H 4.6960 -7.5091 -6.8705 0.24
H 4.1358 -6.4834 -8.1106 0.30
H 0.6340 -4.4240 -4.3759 0.26
H 2.0570 -4.8733 -4.7823 0.25
C 4.2971 -0.5366 6.1322 -1.38
C 4.8683 0.7939 6.5439 0.61
C 6.3622 0.9629 6.3001 -0.68
O 6.9775 0.1625 7.3178 -0.32
C 7.4032 0.7679 8.5600 -0.66
N 4.1329 1.7944 5.8076 -0.65
H 4.7532 -1.3635 6.6766 0.34
H 4.4381 -0.6467 5.0570 0.33
H 3.2288 -0.4287 6.3201 0.37
H 4.6294 1.0038 7.5865 0.15
H 6.6398 2.0091 6.4289 0.35
H 6.6481 0.6969 5.2825 0.31
H 8.1443 1.5250 8.3040 0.28
H 7.8354 -0.0242 9.1715 0.23
H 6.5944 1.2990 9.0618 0.29
H 3.8615 1.5200 4.8742 0.23
H 4.6095 2.6838 5.7659 0.21
C 5.1804 -8.9054 -2.1174 -1.40
C 6.5032 -8.1134 -2.0085 0.59
C 6.3873 -7.0394 -0.9405 -0.74
O 5.3051 -6.1947 -1.0444 -0.32
C 5.3548 -4.9584 -0.2498 -0.76
N 7.5378 -9.0890 -1.6623 -0.76
H 5.3570 -9.7885 -2.7314 0.40
H 4.3222 -8.3414 -2.4827 0.30
H 4.9708 -9.3871 -1.1623 0.35
H 6.7669 -7.6905 -2.9779 0.23
H 7.2891 -6.4324 -1.0209 0.38
H 6.4760 -7.4704 0.0568 0.38
H 5.7668 -4.0868 -0.7585 0.28
H 5.9534 -5.0643 0.6549 0.33
H 4.3265 -4.7128 0.0153 0.25
H 7.6400 -9.6334 -2.5068 0.26
H 8.3956 -8.5917 -1.4700 0.23
C 0.5488 6.9504 -0.3901 -1.48
C 0.3511 7.0762 -1.9038 0.59
C -0.5032 8.2457 -2.3392 -0.66
O -1.8907 7.8638 -2.1818 -0.23
C -2.9679 8.7561 -2.3677 -0.84
N 1.6583 7.2515 -2.5154 -0.77
H 0.9811 7.8425 0.0632 0.35
H 1.1189 6.0723 -0.0868 0.41
H -0.3834 6.6743 0.1025 0.34
H -0.1814 6.1892 -2.2471 0.20
H -0.2762 8.4975 -3.3752 0.32
H -0.2893 9.0949 -1.6903 0.31
H -2.9448 9.2912 -3.3170 0.34
H -2.8898 9.4351 -1.5185 0.31
H -3.9792 8.3538 -2.3094 0.24
H 2.3050 6.5633 -2.1573 0.28
H 1.5449 6.9182 -3.4621 0.27
C -2.8128 -2.2568 4.8639 -1.43
C -4.3408 -2.3417 4.5314 0.56
C -5.1341 -1.3521 5.4416 -0.76
O -5.1825 -1.9138 6.7971 -0.31
C -5.8587 -1.1420 7.7479 -0.71
N -4.5052 -2.1632 3.1186 -0.76
H -2.6112 -2.7664 5.8061 0.33
H -2.3478 -1.2711 4.8814 0.35
H -2.2235 -2.7436 4.0869 0.43
H -4.7773 -3.3191 4.7372 0.22
H -6.1591 -1.2673 5.0808 0.40
H -4.7585 -0.3327 5.3530 0.36
H -6.8634 -0.8819 7.4146 0.29
H -5.2326 -0.2742 7.9556 0.29
H -5.9506 -1.6881 8.6868 0.24
H -4.0198 -1.3663 2.7321 0.26
H -3.9344 -2.8809 2.6955 0.24
O -4.5508 -0.9548 -3.2094 -0.66
H -3.8059 -0.3626 -3.1067 0.35
H -4.2083 -1.8154 -2.9680 0.31
O 0.4428 3.8829 -6.0740 -0.66
H -0.0140 4.6484 -6.4227 0.32
H -0.0962 3.5972 -5.3363 0.33
O -3.9771 4.6505 -4.1542 -0.65
H -3.6294 5.4510 -3.7610 0.32
H -3.3641 3.9658 -3.8866 0.32
O -2.4815 -5.4864 -1.6576 -0.62
H -3.1075 -6.0446 -2.1189 0.32
H -1.6667 -5.9887 -1.6575 0.31
```

Output
**Kohn-Sham gap**: 4.43 eV
**LUMO energy**: -1.6 eV
**Energy relative to the best compared isomer or geometry (same formula, charge and spin)**: 854.4 kJ/mol

---

Entry 8:
The following is a quantum chemistry calculation of a 9-piece molecular cluster, C16H35N9O19S overall at a distorted geometry, from the Open Molecules 2025 dataset.

Structure (XYZ):
```
80
Properties=species:S:1:pos:R:3:mulliken_charge:R:1
N 1.3104 -0.3346 3.3191 -0.30
O 2.0417 -1.4679 2.8183 -0.15
S 2.2273 -2.6725 3.9263 0.59
O 1.7931 -2.1474 5.1992 -0.55
O 1.1344 -3.7773 3.4293 -0.29
C -0.2219 -3.4385 3.8254 -0.66
C -1.2347 -4.1555 2.9151 -0.45
C -2.4653 -3.2715 2.8190 0.60
C -2.9178 -2.7485 1.6161 -0.41
C -4.0304 -1.9129 1.6143 -0.64
C -4.6852 -1.5985 2.7931 -0.45
C -4.2593 -2.1416 3.9993 -0.62
C -3.1488 -2.9743 4.0000 -0.21
H 1.1887 0.2460 2.4876 0.23
H 1.9243 0.2025 3.9281 0.26
H -0.3784 -2.3719 3.6914 0.66
H -0.4299 -3.7183 4.8516 0.26
H -0.8158 -4.3605 1.9350 0.11
H -1.5846 -5.0740 3.3819 0.28
H -2.4035 -2.9968 0.6995 0.33
H -4.3465 -1.4956 0.6694 0.38
H -5.5415 -0.9387 2.7987 0.38
H -4.7585 -1.9411 4.9348 0.39
H -2.8122 -3.3801 4.9445 0.31
C 3.8000 3.3019 3.2436 -0.66
N 2.5888 3.0108 4.0602 1.00
O 1.5723 3.6152 3.8050 -0.53
O 2.7091 2.1751 4.9369 -0.59
H 3.5443 4.0575 2.5109 0.29
H 4.5711 3.6546 3.9216 0.31
H 4.1034 2.3764 2.7622 0.18
C 0.3911 2.4250 -0.8275 -0.80
N 0.2850 1.8365 0.5342 0.83
O 1.3213 1.6482 1.1611 -0.53
O -0.8174 1.5761 0.9425 -0.50
H 1.4400 2.6008 -1.0407 0.35
H -0.0364 1.7176 -1.5196 0.30
H -0.1707 3.3531 -0.8275 0.31
C -2.9078 2.6224 -4.6183 -0.76
N -2.1341 2.8626 -3.3672 0.95
O -1.8795 4.0095 -3.0654 -0.54
O -1.8050 1.8869 -2.7211 -0.54
H -3.1166 3.5784 -5.0684 0.30
H -2.2912 2.0078 -5.2665 0.29
H -3.8188 2.1055 -4.3431 0.31
C -5.5416 4.6761 -7.8753 -0.77
N -4.5915 3.6839 -7.3038 0.81
O -4.9734 2.9873 -6.3874 -0.50
O -3.4814 3.6362 -7.7947 -0.48
H -6.4790 4.6002 -7.3380 0.30
H -5.0961 5.6591 -7.7546 0.31
H -5.6686 4.4342 -8.9260 0.30
C 0.4069 -6.2271 -1.0644 -0.72
N -0.9271 -5.6311 -1.3530 0.88
O -1.1842 -5.3483 -2.5031 -0.53
O -1.6668 -5.4694 -0.4051 -0.49
H 0.9537 -6.3110 -1.9959 0.32
H 0.9145 -5.5663 -0.3679 0.25
H 0.2371 -7.2023 -0.6186 0.29
C 4.3372 -0.5556 0.7552 -0.57
N 5.4141 0.2976 0.1835 0.93
O 5.8602 1.1856 0.8819 -0.54
O 5.7711 0.0492 -0.9477 -0.57
H 4.1273 -0.2165 1.7616 0.18
H 3.4634 -0.4498 0.1199 0.23
H 4.6948 -1.5806 0.7575 0.33
C -0.4956 3.1165 -9.0106 -0.57
N 0.0506 4.0225 -10.0575 0.88
O 0.0794 3.6150 -11.1992 -0.53
O 0.4292 5.1144 -9.6902 -0.53
H -0.7922 2.1864 -9.4808 0.31
H 0.2906 2.9523 -8.2797 0.28
H -1.3478 3.6140 -8.5615 0.19
C 3.9759 -1.4326 7.6281 -0.51
N 5.4197 -1.1635 7.3855 0.91
O 5.7849 -0.0073 7.3531 -0.53
O 6.1386 -2.1296 7.2334 -0.54
H 3.4630 -0.4850 7.7418 0.28
H 3.5947 -1.9779 6.7709 0.11
H 3.9044 -2.0289 8.5328 0.29
```

Output
**Kohn-Sham gap**: 8.15 eV
**LUMO energy**: -0.8 eV

---

Repeat the second record exactly.
The following is a quantum chemistry calculation of one molecule with the formula C3H4N2O3 at a distorted geometry, from the Open Molecules 2025 dataset.

Structure (XYZ):
```
12
Properties=species:S:1:pos:R:3:mulliken_charge:R:1
C 0.7695 -1.3761 -0.5063 -0.75
C 0.7802 -0.0532 -0.7315 -0.24
C -0.1189 0.7578 -0.0366 0.00
N 0.3655 0.2315 1.5786 0.21
O 0.9485 1.0950 2.0603 -0.28
N -1.5543 0.3611 0.0623 0.98
O -2.1858 1.3610 0.2881 -0.57
O -1.9995 -0.7539 -0.1122 -0.59
H 1.4155 -2.0593 -0.9055 0.38
H -0.1008 -1.8100 -0.0502 0.25
H 1.6463 0.4108 -1.3424 0.23
H 0.0338 1.8353 -0.3046 0.38
```

Output
**Kohn-Sham gap**: 8.76 eV
**LUMO energy**: -0.6 eV
**Energy relative to the best compared isomer or geometry (same formula, charge and spin)**: 749.9 kJ/mol

---

Which value of Kohn-Sham gap does entry 2 give?
8.76 eV

---

Among the records above, which one has the highest LUMO energy?
C10H14N2

---

LUMO energy of number 5 (C10H14N2)?
0.8 eV